Entry from the OMol25 dataset: a structure of composition C8H24Cl2N8O24Sr in a non-equilibrium geometry (ωB97M-V with the def2-TZVPD basis set).

```
67
Properties=species:S:1:pos:R:3:forces:R:3:lowdin_charge:R:1
Sr 0.0511 -0.2632 0.1839 0.1 0.1 -0.3 1.5562
Cl 0.0009 2.9109 -1.7385 2.3 2.6 -0.4 0.7073
O -0.5760 4.2430 -1.6344 0.3 -1.3 -0.1 -0.3171
O -0.6831 2.0292 -0.8313 -0.9 -1.2 0.9 -0.4859
O -0.1313 2.3913 -3.0810 0.4 0.2 0.6 -0.3217
O 1.4248 2.9749 -1.2836 -2.0 -0.3 -1.1 -0.3523
Cl 0.4205 -0.3923 3.4104 -2.0 -0.2 0.5 0.7119
O -0.4146 -1.2098 4.2478 0.0 0.7 0.3 -0.2979
O 1.3025 0.4119 4.1823 0.2 -0.2 -0.6 -0.2587
O 1.0631 -1.3315 2.5136 1.3 0.4 -0.8 -0.4186
O -0.4462 0.4684 2.5450 0.8 -0.3 0.9 -0.4845
C 3.2306 1.1750 -3.2317 1.4 1.7 -0.1 0.0277
N 3.1764 0.6282 -1.8620 -1.5 0.1 -0.4 -0.4306
O 2.1490 -0.0285 -1.6436 0.5 -0.1 0.8 -0.0658
O 4.0207 0.9332 -1.0652 -0.2 -0.5 0.0 0.1121
H 2.5275 0.6224 -3.9114 1.0 0.8 0.9 0.0992
H 4.3476 1.1061 -3.4558 -1.7 0.1 -0.3 0.1245
H 2.9667 2.2937 -3.0291 0.3 -2.0 -0.7 0.1279
C 1.6007 -3.4936 -3.9260 -1.9 -1.4 -1.8 0.0274
N 2.7311 -2.6325 -3.6020 0.4 -0.5 -0.7 -0.4468
O 3.3749 -3.0679 -2.6860 0.9 0.2 1.3 0.0627
O 3.0395 -1.6742 -4.2750 -0.5 0.1 -0.1 0.0704
H 0.9027 -3.1063 -4.7187 1.1 -0.1 0.7 0.1111
H 1.0170 -3.6666 -3.0393 -0.1 0.3 0.5 0.0843
H 1.9684 -4.5319 -4.1951 0.0 1.5 0.1 0.1272
C -3.6946 0.2266 2.3429 1.1 -1.3 1.4 0.0493
N -3.5530 0.0599 0.8629 -0.9 1.7 2.7 -0.4142
O -2.4607 0.3058 0.4026 0.2 -0.3 -1.5 -0.0884
O -4.5889 -0.1352 0.2961 0.2 -0.6 -1.4 0.1190
H -4.4986 0.9177 2.5902 -0.1 -0.2 -0.4 0.0908
H -2.7270 0.5807 2.7799 -0.8 -0.4 -0.6 0.0936
H -3.8881 -0.8167 2.7230 0.0 1.2 -0.2 0.1094
C -2.9595 3.5932 1.1981 -0.6 1.4 -1.2 0.0471
N -3.2185 3.7874 2.6194 1.9 0.8 -0.2 -0.4867
O -2.3621 4.3096 3.2865 1.3 0.7 0.2 0.0753
O -4.2183 3.3800 3.0751 -3.5 -1.4 1.0 0.0843
H -3.9305 3.6398 0.6390 1.1 -0.4 0.6 0.1331
H -2.3996 2.6937 1.1226 0.1 -1.0 -0.3 0.0562
H -2.2872 4.3902 0.8881 -0.1 0.0 -0.1 0.1029
C 3.4953 -2.5348 1.0807 -2.1 -0.3 0.0 0.1088
N 2.1848 -3.0597 0.5115 2.7 -1.1 0.4 -0.4272
O 2.0538 -4.2515 0.6248 -0.6 -0.4 0.2 0.0886
O 1.4662 -2.3584 -0.1259 -1.7 1.3 -0.9 -0.0665
H 3.3712 -2.8220 2.1090 0.7 0.1 0.4 0.1039
H 3.5689 -1.4919 0.9073 0.0 1.0 0.0 0.0851
H 4.1858 -3.0906 0.5078 1.1 -0.6 -0.2 0.0953
C 0.8627 3.1990 1.7253 0.6 0.0 1.5 0.0524
N 2.0597 2.2932 1.6282 0.3 1.1 -1.9 -0.3565
O 3.1328 2.8248 1.8255 -0.8 -1.1 0.3 0.1238
O 1.9102 1.1553 1.1571 0.5 0.8 0.8 -0.1170
H 0.6292 3.2723 2.7975 0.0 0.1 -0.5 0.1219
H 0.0631 2.8343 1.1567 -1.0 -1.1 -0.4 0.0256
H 1.0982 4.1414 1.2693 0.7 0.4 0.2 0.1052
C -2.5402 0.4690 -3.4013 -0.9 0.0 1.3 0.0643
N -1.6624 -0.7170 -3.2606 -0.1 2.1 -0.9 -0.4393
O -1.0749 -0.9124 -2.2366 0.7 -0.3 2.3 -0.0089
O -1.5172 -1.3770 -4.2286 0.0 -1.6 -1.9 0.1149
H -2.4711 0.9510 -4.3610 0.4 -0.2 -0.3 0.1083
H -2.3565 1.1354 -2.5750 0.4 0.2 0.1 0.0699
H -3.5347 0.0733 -3.2361 -0.3 -0.1 -0.2 0.1092
C -0.5122 -3.7949 2.5348 -1.2 0.6 -0.7 0.0878
N -1.6825 -2.8173 2.4097 3.3 -1.3 0.5 -0.4246
O -2.5456 -2.9026 3.1941 -2.5 -0.4 1.6 0.1319
O -1.5662 -1.9340 1.6088 -0.2 1.2 -2.0 -0.0398
H 0.1427 -3.4095 3.2892 0.3 0.3 0.2 0.0859
H -0.0817 -3.8950 1.5584 0.4 0.1 -0.3 0.0663
H -0.9570 -4.7032 2.8295 -0.4 -1.1 0.5 0.0887
```
Positions in Å, forces in eV/Å.

Calculated values
Net charge: 0
Energy: -95593.7565 eV
HOMO energy: -10.58 eV
LUMO level: -0.5355 eV